Below is 2 unconnected molecules or ions with the total composition C6H9F3N in a non-equilibrium geometry, with properties calculated with wB97M-V/def2-TZVPD.

Values from the calculation:
total charge: +1
gap between HOMO and LUMO (spin up / spin down): 7.854 / 7.868 eV
2S+1: 1
max |F|: 4.654 eV/A
DFT total energy: -587.930520 Eh
LUMO (spin up / spin down): -5.72 / -5.48 eV

Bonds (Å) are listed after each position.
Atoms and positions in Å:
1 H -0.7882 1.6918 1.8786  C13 1.149
2 H -1.3590 -2.0983 -1.3231  C11 1.049
3 H -1.0133 1.9559 -0.6719  C7 1.092
4 F 2.6318 -0.8853 0.9676  C18 1.312
5 H -1.2426 -1.2862 1.9282  C9 1.078
6 H -0.3627 -0.8161 -1.9482  C11 1.051
7 C -0.0117 1.7116 -0.3129  H3 1.092, H12 1.008, C13 1.498, C16 1.467
8 F 2.8873 1.0856 0.1372  C18 1.298
9 C -1.3690 -1.5537 0.8911  H5 1.078, N15 1.306, H17 1.028
10 F 2.7518 -0.5927 -1.2652  C18 1.345
11 C -1.2174 -1.0610 -1.3876  H2 1.049, H6 1.051, N15 1.454, H19 1.082
12 H 0.7639 2.1219 -0.8084  C7 1.008
13 C 0.0619 1.4204 1.1548  H1 1.149, C7 1.498, H14 1.094, C16 1.464
14 H 1.0646 1.6253 1.5421  C13 1.094
15 N -0.8816 -0.7428 -0.0096  C9 1.306, C11 1.454, C16 1.365
16 C -0.0622 0.3319 0.1837  C7 1.467, C13 1.464, N15 1.365
17 H -2.0901 -2.2390 0.6301  C9 1.028
18 C 2.4060 -0.1031 -0.0615  F4 1.312, F8 1.298, F10 1.345
19 H -2.1695 -0.5663 -1.5249  C11 1.082